Entry 1:
{
  "formula": "C5H10O",
  "method": "ωB97M-V with the def2-TZVPD basis set",
  "de_lowest_kcal_mol": 43.68,
  "homo_lumo_gap_ha": 0.4009,
  "max_force_ha_per_bohr": 0.006,
  "smiles": "C1C[C@H]2C[C@@H]12.O",
  "multiplicity": 1,
  "symbols": ["O", "C", "C", "C", "C", "C", "H", "H", "H", "H", "H", "H", "H", "H", "H", "H"],
  "xyz": [[1.015107, 2.597872, -1.083485], [1.022814, -0.306996, 0.034214], [0.277665, -1.565128, -0.479705], [-0.959374, -1.128915, 0.310509], [-1.457369, 0.168771, -0.232356], [-0.272717, 0.169580, 0.701949], [1.726933, 2.566604, -0.432892], [1.763972, -0.574092, 0.793299], [1.487852, 0.342824, -0.711755], [0.730414, -2.502905, -0.153050], [0.121102, -1.604744, -1.563168], [-1.572447, -1.775016, 0.930099], [-1.359001, 0.386213, -1.296630], [-2.377487, 0.540267, 0.213245], [0.305154, 2.090870, -0.663544], [-0.331692, 0.695950, 1.650984]],
  "forces_ev_per_angstrom": [[-0.08, 0.07, 0.21], [0.12, 0.05, -0.01], [0.01, -0.18, -0.08], [-0.18, -0.23, 0.05], [-0.08, 0.09, -0.10], [0.08, 0.14, 0.24], [-0.06, 0.09, -0.13], [-0.08, 0.03, -0.13], [-0.08, -0.18, 0.10], [-0.08, 0.11, 0.00], [0.02, -0.05, 0.15], [0.05, 0.12, -0.12], [0.09, -0.03, 0.16], [0.18, -0.05, -0.07], [0.06, 0.13, -0.12], [0.03, -0.11, -0.14]],
  "nbo_charge": [-0.936, -0.407, -0.398, -0.218, -0.435, -0.252, 0.465, 0.208, 0.212, 0.212, 0.201, 0.219, 0.209, 0.226, 0.476, 0.219]
}

---

Entry 2:
{
  "formula": "C8H7N3O",
  "method": "ωB97M-V with the def2-TZVPD basis set",
  "de_lowest_kcal_mol": 22.67,
  "homo_lumo_gap_ha": 0.3342,
  "max_force_ha_per_bohr": 0.042,
  "smiles": "NC(=O)n1ncc2ccccc21",
  "multiplicity": 1,
  "symbols": ["C", "C", "C", "C", "C", "C", "C", "C", "H", "H", "H", "H", "H", "H", "H", "N", "N", "N", "O"],
  "xyz": [[2.311789, -0.669920, -0.031307], [0.204369, 2.057533, 0.067747], [-0.872094, 1.048248, -0.038086], [-2.287021, 0.914073, -0.023662], [-2.856611, -0.402272, 0.008338], [-2.068443, -1.551748, -0.009059], [-0.669886, -1.469650, -0.018163], [-0.175294, -0.181067, -0.052906], [4.272702, -0.316294, -0.225331], [3.211603, 1.169289, 0.109868], [0.099710, 3.131976, -0.143489], [-2.896057, 1.834726, -0.038683], [-3.979367, -0.625665, 0.042374], [-2.467194, -2.519654, 0.200088], [-0.000329, -2.335736, 0.178441], [3.418612, 0.157939, 0.070327], [1.138638, 0.149840, -0.093636], [1.369363, 1.472133, 0.015856], [2.245502, -1.863752, -0.018719]],
  "forces_ev_per_angstrom": [[0.15, 2.07, 0.50], [-1.38, -0.26, -1.42], [-0.44, -0.97, 0.42], [-0.36, -0.43, -0.02], [-1.17, 1.19, -0.36], [1.87, 0.31, 0.77], [-1.09, -0.70, 0.51], [0.70, 0.39, -0.29], [-0.29, 0.80, 0.41], [0.68, -1.03, -0.37], [0.19, -0.57, 0.77], [0.10, -0.80, 0.13], [1.70, 1.01, -0.04], [-0.63, -0.41, -0.29], [-0.70, 0.84, -0.58], [-0.30, -1.58, -0.30], [2.04, -0.20, 0.69], [-1.45, 1.00, -0.24], [0.37, -0.65, -0.29]],
  "nbo_charge": [0.802, 0.006, -0.144, -0.171, -0.240, -0.196, -0.223, 0.141, 0.410, 0.445, 0.219, 0.221, 0.225, 0.216, 0.263, -0.861, -0.254, -0.259, -0.601]
}

---

Entry 3:
{
  "formula": "C4HF3S",
  "method": "ωB97M-V with the def2-TZVPD basis set",
  "de_lowest_kcal_mol": 25.62,
  "homo_lumo_gap_ha": 0.2811,
  "max_force_ha_per_bohr": 0.205,
  "smiles": "C#CC(=S)C(F)(F)F",
  "multiplicity": 1,
  "symbols": ["C", "C", "C", "C", "H", "F", "F", "F", "S"],
  "xyz": [[-1.251425, 0.226712, 0.004577], [0.072362, 0.750383, 0.124703], [1.029439, -0.346570, 0.233552], [1.965302, -1.283351, -0.091756], [2.864783, -1.873678, -0.171210], [-1.954834, 1.246256, -0.699107], [-1.925222, -0.058176, 1.266139], [-1.390706, -0.937041, -0.716103], [0.590303, 2.275465, 0.049203]],
  "forces_ev_per_angstrom": [[-6.10, -0.13, -0.49], [4.18, -1.25, 0.69], [7.28, -6.50, -2.77], [-7.03, 7.37, 2.74], [-0.44, 0.06, 0.03], [0.29, -2.42, 1.58], [1.81, 1.10, -3.05], [0.48, 1.96, 1.09], [-0.48, -0.20, 0.17]],
  "nbo_charge": [0.941, -0.338, -0.071, -0.109, 0.256, -0.325, -0.329, -0.296, 0.271]
}

---

Entry 4:
{
  "formula": "C7H11OP",
  "method": "ωB97M-V with the def2-TZVPD basis set",
  "de_lowest_kcal_mol": 148.24,
  "homo_lumo_gap_ha": [0.2573, 0.2542],
  "max_force_ha_per_bohr": 0.099,
  "multiplicity": 1,
  "symbols": ["C", "C", "C", "C", "C", "C", "C", "O", "P", "H", "H", "H", "H", "H", "H", "H", "H", "H", "H", "H"],
  "xyz": [[-0.691280, -1.527818, 1.028879], [0.313257, -1.411078, 0.039851], [0.659715, -0.174925, -0.237856], [-0.951892, 1.186208, 0.650924], [0.701605, -2.789890, -0.684579], [1.309075, 0.493154, -1.431622], [-0.611019, 2.553805, 0.798753], [-1.104806, 3.213325, -0.349331], [-0.920499, -0.028640, 1.905330], [-1.013385, -2.470464, 1.289589], [1.097293, -3.370723, 0.156422], [1.416440, -2.577004, -1.502075], [-0.306420, -3.052277, -0.991960], [0.737785, 1.445348, -1.630399], [1.358566, -0.281210, -2.148894], [2.318478, 0.789169, -1.170749], [0.396064, 2.862047, 0.920749], [-1.134139, 3.092440, 1.632104], [-1.416659, 2.365005, -0.879084], [-2.158178, -0.316472, 2.603949]],
  "forces_ev_per_angstrom": [[1.45, 2.13, 0.43], [-0.68, -2.53, -0.19], [-1.65, 4.40, -0.68], [2.51, -4.41, 0.24], [-0.11, 3.03, 1.22], [-0.68, 0.83, 2.36], [-1.09, 3.04, 1.07], [-1.02, -2.27, -2.78], [-1.12, -1.16, -0.41], [-0.97, -1.84, 0.85], [-0.01, -0.42, -0.76], [-0.48, -0.60, 0.45], [0.39, -0.91, -0.46], [0.63, -1.33, -0.44], [-0.06, -0.22, -1.60], [0.33, 0.13, -0.01], [1.42, -0.31, 0.14], [0.18, -0.86, 0.01], [0.55, 2.80, 0.95], [0.41, 0.50, -0.41]],
  "nbo_charge": [-0.467, -0.184, 0.166, -0.431, -0.626, -0.703, -0.223, -0.713, 0.769, 0.212, 0.227, 0.219, 0.227, 0.251, 0.218, 0.226, 0.192, 0.182, 0.473, -0.016]
}